20
Properties=species:S:1:pos:R:3:forces:R:3:mulliken_charge:R:1 method="wB97M-V/def2-TZVPD" de_lowest_kj_mol=493.2 homo_lumo_gap_ev="9.24 / 7.28"
C 0.684 0.038 -0.382 0.3 -0.6 2.5 1.42
C -0.724 -0.143 0.354 0.5 1.0 -3.0 0.64
C 1.883 -0.620 0.442 -0.7 -1.5 0.3 -1.27
C 1.015 1.496 -0.674 -3.0 -1.1 -1.0 -1.65
C -1.007 -1.014 1.493 5.0 0.8 0.2 -1.45
C -1.938 0.423 -0.358 -0.1 0.4 3.3 -1.61
N 0.554 -0.915 -1.494 -1.0 1.0 0.9 -0.40
Cl -0.326 -0.172 -2.741 0.3 -0.3 -0.9 -0.13
H 1.617 -1.761 0.334 1.0 2.0 0.6 0.35
H 2.051 -0.352 1.578 -0.6 -0.3 -2.4 0.23
H 2.821 -0.425 -0.139 -0.8 -0.2 0.7 0.36
H 0.170 2.014 -1.167 0.7 -0.3 -0.1 0.39
H 1.891 1.541 -1.219 1.7 0.3 -1.4 0.49
H 1.148 2.006 0.209 0.5 1.0 2.3 0.44
H -1.995 -1.110 1.675 -3.1 0.2 1.1 0.53
H -0.336 -0.532 2.313 -1.4 -1.5 -0.6 0.23
H -0.678 -2.006 1.215 0.6 -0.5 0.5 0.32
H -2.835 0.113 0.225 0.5 0.6 -0.1 0.41
H -2.072 -0.106 -1.240 -0.2 -0.3 -2.2 0.45
H -1.923 1.528 -0.424 0.0 -0.7 -0.5 0.26


24
Properties=species:S:1:pos:R:3:forces:R:3:mulliken_charge:R:1 method="wB97M-V/def2-TZVPD" de_lowest_kj_mol=195.9 homo_lumo_gap_ev="7.11 / 5.57"
C 0.258 -0.509 0.131 -0.6 0.8 -0.3 0.20
C -1.780 0.812 1.087 4.3 -1.7 2.0 -0.78
C -2.374 0.531 -1.954 -2.6 0.0 0.5 -1.20
C 2.957 0.181 1.677 0.8 4.2 -4.3 -1.11
C -2.089 -0.430 -0.816 -4.2 -0.9 -0.7 -0.32
C 2.574 -0.278 0.237 -0.4 -3.9 3.0 -0.39
N -1.190 0.021 0.105 3.0 1.7 2.3 0.22
N 1.305 0.195 0.022 -4.9 1.5 -0.5 -0.50
O -3.762 -1.139 1.769 0.8 0.6 0.4 -0.53
P -2.620 -0.460 2.473 -1.7 -0.4 -0.1 0.51
S 0.041 -2.189 0.304 0.4 -1.0 0.1 -0.19
Cl -1.264 -1.896 3.010 0.3 0.2 0.0 -0.16
H -1.070 1.346 1.738 0.0 -0.2 -0.5 0.43
H -2.622 1.382 0.952 -2.0 1.0 -1.2 0.43
H -3.501 0.744 -1.895 1.7 0.0 -0.6 0.28
H -1.820 1.398 -1.730 0.4 1.4 -0.2 0.34
H -2.087 0.140 -2.922 -0.1 0.0 -0.1 0.35
H 3.994 0.066 1.750 1.6 -0.5 0.8 0.40
H 2.829 1.358 1.578 0.1 -2.2 0.6 0.26
H 2.387 -0.145 2.451 -1.6 -1.3 2.0 0.33
H -3.043 -0.698 -0.208 1.3 0.3 -1.3 0.33
H -1.798 -1.302 -1.280 0.9 -2.2 -0.5 0.46
H 3.198 0.102 -0.472 2.0 1.3 -1.7 0.37
H 2.587 -1.422 0.107 0.3 1.3 0.4 0.28


25
Properties=species:S:1:pos:R:3:forces:R:3:mulliken_charge:R:1 method="wB97M-V/def2-TZVPD" de_lowest_kj_mol=0.0 homo_lumo_gap_ev=10.02 smiles="O=C(O)CNC(CO)(CO)[C@H](O)Cl"
O -4.141 -0.211 -0.195 -0.7 -0.2 -0.1 -0.56
C -3.177 0.438 0.054 1.9 -1.7 0.3 0.54
O -2.966 1.632 -0.468 -1.3 0.6 -0.7 -0.50
C -2.019 -0.148 0.969 -1.6 3.6 0.3 -0.37
N -0.754 0.569 0.796 -1.8 0.7 1.5 -0.37
C 0.208 0.213 -0.162 3.1 2.1 -0.5 0.55
C 0.810 -1.146 0.214 -1.7 0.5 1.4 -0.46
O 1.760 -1.740 -0.590 0.6 -0.5 -1.6 -0.57
C -0.347 0.235 -1.604 1.5 -1.7 -0.3 -1.11
O 0.689 0.052 -2.613 -1.1 4.0 0.6 -0.62
C 1.439 1.371 0.008 0.6 -1.8 -1.8 0.05
O 2.060 1.472 1.270 -1.3 -1.2 -0.4 -0.50
Cl 0.900 2.991 -0.433 -0.6 0.4 -0.4 -0.21
H -2.254 2.119 -0.077 1.2 0.1 0.6 0.37
H -1.898 -1.195 0.839 -0.8 -1.0 0.3 0.28
H -2.470 0.271 1.971 1.2 -1.7 -1.3 0.35
H -0.374 0.591 1.727 0.7 0.3 0.1 0.28
H -0.189 -1.766 0.321 2.5 0.3 -0.1 0.23
H 1.312 -0.948 1.187 -0.8 -0.5 0.0 0.33
H 2.251 -1.101 -1.143 -0.5 -0.3 0.7 0.33
H -0.903 1.123 -1.904 -0.1 -0.3 0.3 0.41
H -0.875 -0.730 -1.623 -1.0 0.6 -0.2 0.48
H 0.980 -0.808 -2.642 0.6 -3.2 0.0 0.36
H 2.234 1.097 -0.786 -1.3 0.4 1.1 0.33
H 2.929 1.805 1.077 0.6 0.3 0.2 0.36


21
Properties=species:S:1:pos:R:3:forces:R:3:mulliken_charge:R:1 method="wB97M-V/def2-TZVPD" de_lowest_kj_mol=0.3 homo_lumo_gap_ev=9.77 smiles="CC(C)C1=NCCS1.Cl"
C -0.906 -0.969 -2.056 3.4 -0.8 0.6 -1.39
C -0.141 0.230 -1.453 -2.4 1.0 0.7 0.20
C -1.327 1.288 -1.296 1.6 -0.5 -2.5 -1.15
C 0.624 0.116 -0.173 0.1 -1.1 1.3 0.28
N 0.290 -0.633 0.784 -0.9 -0.9 0.6 -0.52
C 0.988 -0.476 2.019 2.4 -0.6 1.3 -0.65
C 2.250 0.457 1.882 -0.1 0.7 1.8 -0.33
S 2.103 1.044 0.188 0.6 0.8 -0.8 -0.18
H -1.728 -1.289 -1.490 -1.3 0.1 0.9 0.32
H -0.209 -1.792 -1.970 0.1 -0.7 -0.5 0.39
H -1.176 -0.867 -3.084 -0.1 0.5 -0.6 0.42
H 0.611 0.718 -2.014 0.4 0.1 -1.9 0.39
H -2.239 0.837 -0.918 0.0 -0.1 -0.2 0.28
H -1.404 1.646 -2.418 -0.4 0.0 2.6 0.33
H -0.966 1.970 -0.573 -0.1 1.6 0.3 0.42
H 1.363 -1.407 2.575 -1.0 0.8 -1.4 0.32
H 0.418 0.025 2.746 -1.6 0.4 0.7 0.29
H 2.226 1.380 2.670 0.0 -2.2 -2.0 0.28
H 3.132 -0.185 2.142 -0.4 1.0 -0.8 0.29
Cl -2.573 -1.103 1.388 -1.5 -0.1 0.4 -0.34
H -1.336 -0.991 1.052 1.2 0.0 -0.3 0.35


Short version: max |F| = 5.033, 6.047, 4.157, 3.492 eV/A, in the order given.